1) 11
Properties=species:S:1:pos:R:3 method="wB97M-V/def2-TZVPD" spin_multiplicity=1 e_lumo_ev="-0.4 / -0.4"
C -2.61716 1.39157 0.59437
C 1.08043 1.21937 -0.39602
C 1.04286 -1.25043 -0.04967
N -1.68334 0.71038 0.28430
N -0.68360 0.06006 0.42677
N 0.49492 0.12640 -0.06637
Cl -4.20596 1.68850 0.21735
I 3.04306 1.11448 -1.14730
H 1.72853 -1.43260 0.89956
H 0.19945 -1.98092 0.17784
H 1.60081 -1.64680 -0.94084


2) 11
Properties=species:S:1:pos:R:3 method="wB97M-V/def2-TZVPD" spin_multiplicity=1 e_lumo_ev="-2.0 / -2.0"
C -1.46867 -0.74563 -1.51508
C -1.51244 -0.25429 -0.33992
C 1.70511 0.46404 0.94072
N 0.98029 -0.10476 -1.21956
N -0.52006 0.21835 0.48459
N 0.68739 0.21528 -0.10130
Cl -2.23945 -1.19561 -2.86081
I -3.40198 -0.29598 0.75663
H 2.75320 -0.01340 0.91040
H 1.84826 1.50868 0.95943
H 1.16835 0.20331 1.98489


Quick one: most stable of them? 2)


1) 26
Properties=species:S:1:pos:R:3 method="wB97M-V/def2-TZVPD" spin_multiplicity=2 charge=-1 s2=0.76 e_lumo_ev="3.7 / 3.6"
C 1.71724 -0.74913 1.00615
C 0.37251 -1.07807 1.71617
C 1.64107 -0.12245 -0.39834
C 2.79236 -0.11322 -1.22296
C 0.45003 0.64910 -0.68300
C 2.78781 0.79770 -2.24500
C 0.63277 1.70380 -1.57696
C 1.73269 1.75899 -2.43165
H 2.20387 -0.01952 1.67880
H 2.27418 -1.69596 0.76805
H -0.31889 -0.25594 1.38932
H 3.68885 -0.63971 -0.95222
H -0.47771 0.48931 -0.19790
H 3.55294 0.79527 -3.00084
H -0.21570 2.37631 -1.74917
H 1.85953 2.56591 -3.10327
H 0.41069 -1.19201 2.78912
H -0.03899 -2.03948 1.46106
C -3.05775 -0.48033 0.08736
C -3.26346 -0.34438 1.59276
H -3.20912 -1.54970 -0.14779
H -3.68526 0.15800 -0.50494
H -2.03919 -0.30988 -0.23110
H -4.06553 0.37839 1.81684
H -3.33716 -1.27020 2.10600
H -2.40778 0.18720 2.03354


2) 26
Properties=species:S:1:pos:R:3 method="wB97M-V/def2-TZVPD" spin_multiplicity=2 charge=-1 s2=0.76 e_lumo_ev="3.4 / 3.4"
C 0.70644 -1.85046 -0.84072
C 2.84619 0.62824 1.18086
C 2.01244 -0.51337 0.84410
C 2.84615 1.67582 0.29098
C 1.27532 -0.55477 -0.32858
C 2.09062 1.73356 -0.88552
C 1.28933 0.56892 -1.16547
H 3.36121 0.65902 2.13055
H 1.93057 -1.39100 1.48167
H 3.55868 2.49940 0.40126
H 2.12332 2.48300 -1.66204
H -0.38840 -1.87746 -0.88575
H 1.00330 -2.76018 -0.31664
H 0.74951 0.55855 -2.11553
H 1.13449 -1.86675 -1.85037
C -3.60840 -0.22081 -0.26935
C -3.03163 0.83163 0.68548
C -3.95042 -1.54811 0.44022
H -2.92197 -0.41826 -1.09407
H -4.50967 0.10938 -0.80482
H -2.10884 0.33950 1.01367
H -2.69324 1.61442 0.00750
H -3.20854 -1.59896 1.24697
H -3.93210 -2.41018 -0.21194
H -3.59135 1.10917 1.57012
H -4.84116 -1.48065 1.07430


Quick one: most stable of them? 2)


1) 50
Properties=species:S:1:pos:R:3 method="wB97M-V/def2-TZVPD" spin_multiplicity=2 charge=+1 s2=0.76 e_lumo_ev="-4.9 / -5.1"
Re -0.54280 0.19926 -0.86979
N 0.11072 3.87839 1.55768
C -0.21463 2.79537 0.89173
S -0.15654 2.63611 -0.76119
N -0.66895 1.79179 1.79563
N -0.87310 0.64975 1.36665
C -1.17267 -0.21769 2.48474
C -1.37191 0.38881 3.83213
C -0.32740 1.04726 4.48035
C -0.51733 1.53149 5.76244
C -1.74199 1.36557 6.40087
C -2.77605 0.70323 5.75995
C -2.58925 0.20798 4.47638
C -1.13241 -1.52805 2.40935
C -0.87157 -2.76414 2.74216
C -1.83705 -3.79366 3.12586
C -3.09557 -4.07413 3.01320
C -4.52845 -1.48499 -1.56440
N -2.08263 0.39583 -1.44199
H 0.51656 4.67135 1.08562
H 0.08954 3.85765 2.56725
H 0.62996 1.16250 3.98576
H 0.29524 2.03261 6.27148
H -1.88423 1.74772 7.40283
H -3.72714 0.56689 6.25654
H -3.39251 -0.31676 3.97289
H 0.17927 -3.02451 2.83106
H -1.49380 -4.64263 3.74625
H -5.42375 -2.05841 -1.39690
H -4.29757 -0.77902 -2.34563
O 0.55774 0.01510 -3.79433
C 0.19060 0.06122 -2.73168
Cl 2.00930 -2.26180 -1.41993
C 0.39448 -2.86233 -1.36355
C -0.65939 -2.00235 -0.99174
C -1.88719 -2.64634 -1.07867
Cl -3.28668 -1.72457 -0.40714
C -2.16975 -3.93465 -1.52293
Cl -3.76226 -4.52884 -1.71140
C -1.08201 -4.73026 -1.85109
Cl -1.32473 -6.33396 -2.39419
C 0.20380 -4.19374 -1.74564
Cl 1.54081 -5.18156 -2.14458
Cl 3.38886 1.34892 -1.73301
C 3.55999 1.27598 0.03170
Cl 4.15413 2.82984 0.61345
Cl 4.69023 -0.01788 0.46345
C 2.20320 0.91936 0.72020
O 1.98965 1.32884 1.84441
O 1.44051 0.18295 0.00851


2) 50
Properties=species:S:1:pos:R:3 method="wB97M-V/def2-TZVPD" spin_multiplicity=2 charge=+1 s2=0.87 e_lumo_ev="-5.7 / -5.4"
Re -1.27766 -0.54947 -1.44160
N -2.03600 3.46016 -2.63752
C -1.72303 2.40390 -1.88348
S -2.97081 1.17110 -1.63292
N -0.55251 2.34993 -1.30841
N -0.46557 1.15254 -0.61544
C -0.09412 1.15247 0.61908
C 0.25776 2.34449 1.40826
C 1.12146 3.31877 0.90863
C 1.36415 4.46737 1.64133
C 0.72763 4.66550 2.86081
C -0.13358 3.70168 3.36362
C -0.36121 2.53827 2.64429
C -0.20750 -0.17835 1.25402
C 0.37840 -0.50564 2.45726
C 0.19717 -1.78417 2.96800
C -0.57789 -2.69747 2.27030
C -1.11323 -2.31851 1.05699
N -0.91629 -1.09135 0.54605
H -2.90534 3.48443 -3.13926
H -1.33094 4.14986 -2.83812
H 1.60991 3.16740 -0.04387
H 2.04467 5.21583 1.25600
H 0.90014 5.57778 3.41780
H -0.63415 3.85638 4.30996
H -1.05001 1.79840 3.03332
H 0.98650 0.22847 2.96718
H 0.66173 -2.06429 3.90505
H -0.75752 -3.69511 2.64566
H -1.69047 -3.00578 0.45328
O 1.23498 -1.09780 -3.04366
C 0.76392 -1.21802 -1.95804
Cl 2.86123 0.34293 -0.48295
C 2.50612 -1.31263 -0.13091
C 1.54992 -1.97497 -0.88228
C 1.32209 -3.32130 -0.65651
Cl 0.11755 -4.13811 -1.58524
C 2.02740 -4.01208 0.32353
Cl 1.72936 -5.67796 0.58973
C 2.95686 -3.32775 1.10544
Cl 3.79386 -4.14844 2.35115
C 3.19725 -1.97321 0.88048
Cl 4.31352 -1.11615 1.85935
Cl -2.61616 -2.30183 -2.26434
C -2.91316 -1.75636 -4.04839
Cl -2.53628 -3.14356 -5.02024
Cl -4.57938 -1.29159 -4.17425
C -1.96438 -0.56594 -4.38305
O -2.03802 -0.14573 -5.49645
O -1.17836 -0.13408 -3.42961


Quick one: most stable of them? 2)


1) 25
Properties=species:S:1:pos:R:3 method="wB97M-V/def2-TZVPD" smiles=CCNCC.O.O.O spin_multiplicity=1 e_lumo_ev=0.4
C -0.77524 -1.87270 -1.21671
C 0.06995 -1.09313 -0.17691
N 0.14321 0.32024 -0.44751
C -0.83237 1.23156 0.11380
C -2.36945 0.96783 0.20826
H -0.08577 -2.21640 -2.01725
H -1.21744 -2.86497 -1.00350
H -1.56951 -1.27235 -1.60463
H 1.07779 -1.47470 -0.05819
H -0.47144 -1.34577 0.74461
H 0.28630 0.44828 -1.44757
H -0.65542 1.26142 1.20334
H -0.58088 2.26657 -0.07602
H -2.84960 1.45317 -0.64732
H -2.76504 1.42809 1.10781
H -2.67241 -0.07034 0.16198
O -0.68369 -0.24821 2.95078
H -0.94631 -0.22869 2.01889
H -0.05924 0.48488 2.92378
O 2.32632 2.01977 0.12926
H 2.14687 1.09869 -0.19556
H 3.10970 2.04684 -0.43863
O 3.33370 -0.41056 -0.78078
H 3.11281 -0.93370 -0.00659
H 2.92717 -0.99580 -1.44535


2) 25
Properties=species:S:1:pos:R:3 method="wB97M-V/def2-TZVPD" smiles=CC(C)CN.O.O.O spin_multiplicity=1 e_lumo_ev=0.6
C 0.10103 1.86789 -1.99393
C 0.02894 0.52893 -1.22657
C 0.75844 -0.55913 -2.04679
C 0.91654 0.78069 0.06499
N 1.33817 -0.51528 0.75609
H -0.11464 2.62006 -1.14003
H -0.57131 1.95168 -2.82513
H 0.99625 2.13842 -2.46596
H -1.09601 0.23997 -0.89634
H 1.86356 -0.48753 -1.88449
H 0.33470 -1.51826 -2.10387
H 0.61897 -0.18397 -3.00454
H 0.34242 1.22837 0.91674
H 1.64156 1.49542 -0.35214
H 2.14573 -1.07460 0.41968
H 0.58442 -1.23635 0.54773
O -2.71389 0.89699 2.31627
H -1.80578 1.21079 2.57172
H -2.66001 0.00661 2.61813
O -0.12902 -0.20249 2.91806
H -0.00937 -0.41802 3.82412
H 0.64897 -0.19960 2.32064
O -0.85663 -3.22939 0.25507
H -1.04832 -2.64281 0.88865
H -1.31473 -2.69837 -0.47810


Quick one: most stable of them? 1)


1) 13
Properties=species:S:1:pos:R:3 method="wB97M-V/def2-TZVPD" smiles="N/N=C/O.O=CS" spin_multiplicity=1 e_lumo_ev=0.8
N 2.66395 0.14176 0.83948
N 1.58844 0.35243 0.03224
C 1.00838 -0.61347 -0.53390
O -0.12153 -0.43567 -1.23716
H 3.28347 0.93955 0.81172
H 3.14316 -0.75187 0.71677
H 1.33197 -1.66217 -0.50069
H -0.40211 0.50034 -1.13371
O -1.89264 1.46168 -0.30482
C -2.68024 0.82605 0.33969
S -2.75311 -0.91303 0.41196
H -3.46690 1.26927 0.96207
H -1.70284 -1.11488 -0.40364


2) 13
Properties=species:S:1:pos:R:3 method="wB97M-V/def2-TZVPD" smiles="C=CS(=O)(=O)NN" spin_multiplicity=1 e_lumo_ev=0.7
C -1.10122 -2.06726 -0.04093
C -0.43675 -1.11261 0.65071
S -0.68924 0.60264 0.14469
O -1.73108 0.65131 -0.91391
O -0.75038 1.52278 1.21788
N 0.74928 0.70325 -0.70761
N 1.96588 1.23772 -0.04199
H -0.97428 -3.10352 0.04001
H -1.77334 -1.59905 -0.71905
H 0.29384 -1.15185 1.50743
H 0.61824 0.89339 -1.71362
H 1.73342 1.15434 0.89719
H 2.09565 2.26887 -0.32080


Quick one: most stable of them? 1)


1) 13
Properties=species:S:1:pos:R:3 method="wB97M-V/def2-TZVPD" spin_multiplicity=1 e_lumo_ev=-0.8
C 0.15537 1.31797 -0.76256
C -0.98182 0.17525 1.10077
N -0.33338 -1.03208 -0.85844
N -0.20628 0.13901 -0.14557
O 0.13433 2.42562 -0.17803
O 1.96115 -1.46262 -0.27190
S 2.05804 -0.13011 0.37116
H 0.27849 1.13038 -1.83121
H -0.50611 -0.61958 1.83234
H -0.72168 1.25963 1.55420
H -2.01468 -0.02335 0.76079
H 0.72638 -1.31416 -1.21351
H -0.54980 -1.86595 -0.35803


2) 13
Properties=species:S:1:pos:R:3 method="wB97M-V/def2-TZVPD" spin_multiplicity=1 e_lumo_ev=0.1
C 1.90670 -0.63308 0.33893
C -1.25122 -0.96199 -0.41491
N -0.95967 1.16692 0.54962
N -0.32248 0.02408 0.11032
O 1.97458 -1.82388 0.49211
O 1.56551 1.62468 -0.26394
S 1.21695 0.42728 -1.01520
H 2.24325 0.20011 1.03607
H -0.87727 -1.88651 -0.02390
H -2.23979 -0.79313 0.02176
H -1.25188 -0.86359 -1.43892
H -0.27929 1.86901 0.68358
H -1.72539 1.65009 -0.07552


3) 13
Properties=species:S:1:pos:R:3 method="wB97M-V/def2-TZVPD" spin_multiplicity=1 e_lumo_ev=-0.1
C 0.66047 -0.93691 -0.21698
C 0.04486 -0.11222 0.72471
N 1.06436 -2.14843 -0.00309
N 0.54606 1.66182 0.27934
O -1.68612 1.05565 -0.85994
O -2.14363 -1.26983 -0.32521
S -1.88399 -0.06697 0.38551
H 0.59388 -0.58670 -1.28010
H 0.19989 -0.26954 1.77233
H 1.18841 -2.58361 -1.00993
H -0.79059 1.51966 -0.47604
H 1.42411 1.63871 -0.19116
H 0.78228 2.09837 1.20054


Quick one: most stable of them? 3)


1) 20
Properties=species:S:1:pos:R:3 method="wB97M-V/def2-TZVPD" smiles="C=C(N)[C@](C)(N)C(N)=O" spin_multiplicity=1 e_lumo_ev=0.7
C 0.39583 -1.93193 0.32606
C 0.83839 -0.72844 -0.12059
N 1.65457 -0.57154 -1.20506
C 0.10931 0.46282 0.45451
C 0.31704 1.78649 -0.28237
N 0.42711 0.66226 1.86430
C -1.37088 -0.08611 0.33775
N -1.87123 -0.15904 -0.93761
O -2.09089 -0.14931 1.32331
H -0.02340 -2.07764 1.30486
H 0.73728 -2.84120 -0.14579
H 1.58923 0.27255 -1.75130
H 1.90668 -1.40540 -1.70471
H -0.01656 1.75537 -1.31977
H -0.25222 2.55165 0.24241
H 1.37242 2.05618 -0.25231
H -0.44816 0.61573 2.39242
H 1.02005 -0.08128 2.21710
H -2.82513 -0.47234 -1.02949
H -1.46944 0.34119 -1.71372


2) 20
Properties=species:S:1:pos:R:3 method="wB97M-V/def2-TZVPD" smiles="C/C=C(/C)N(N)C(N)=O" spin_multiplicity=1 e_lumo_ev=0.9
C 1.02675 1.48621 1.32073
C 1.18441 0.74740 0.03382
C 0.47475 -0.33738 -0.40905
C 0.87958 -1.01983 -1.69151
N -0.44900 -1.14070 0.31507
N -0.16185 -1.35390 1.64488
C -1.49680 0.07155 0.00526
N -2.00426 0.20925 -1.25702
O -2.08166 0.46426 0.98924
H 1.59907 2.41362 1.29416
H 1.38552 0.90531 2.17730
H -0.01697 1.75545 1.50342
H 1.92417 1.14164 -0.64705
H 0.41098 -0.56540 -2.56885
H 0.60746 -2.07670 -1.70427
H 1.95817 -0.99498 -1.82996
H -0.61773 -2.21492 1.95742
H -0.44043 -0.57004 2.24108
H -1.37652 0.26348 -2.04361
H -2.80561 0.81570 -1.33105


Quick one: most stable of them? 1)


1) 20
Properties=species:S:1:pos:R:3 method="wB97M-V/def2-TZVPD" spin_multiplicity=1 e_lumo_ev="0.7 / 0.7"
C -2.17065 -0.81525 -1.04479
C 0.70461 -1.81874 1.06113
N -1.71266 -0.54257 0.29846
C 0.46386 0.55953 -0.10537
C 0.32343 -0.53748 0.47368
N 0.05297 1.71668 -0.61138
C 3.05384 1.31138 -0.10177
O -2.28707 0.72150 0.63902
N 2.49245 0.31586 0.41107
H -2.25565 0.71010 1.60602
H -0.39900 1.65867 -1.51752
H -0.43569 2.31134 0.05223
H -1.87916 -0.03312 -1.76464
H -1.75451 -1.77368 -1.36167
H -3.26552 -0.89645 -1.07402
H 1.65266 -2.18540 0.66496
H 0.83319 -1.71876 2.14147
H -0.07198 -2.56237 0.87362
H 2.52061 2.08924 -0.68562
H 4.13426 1.48954 0.04510


2) 20
Properties=species:S:1:pos:R:3 method="wB97M-V/def2-TZVPD" spin_multiplicity=1 e_lumo_ev="0.1 / 0.1"
C -1.71154 1.02425 0.61819
C -0.28780 2.37503 -0.38852
N 0.28588 1.67381 -1.32082
N -0.35608 3.50728 0.06059
H -0.01895 0.68953 -1.46803
H 1.25812 1.87194 -1.52122
H -0.71163 3.68148 0.99283
H -2.39609 1.42831 -0.12821
H -2.14429 0.03458 0.80306
H -1.80026 1.62243 1.52527
C 1.78834 -2.53086 0.62798
C 0.79124 -1.44148 0.25769
C -0.09354 -1.79333 -0.91970
N 0.67551 -0.33876 0.84983
O -0.58555 -0.97062 -1.67209
H -0.51556 0.45198 0.61856
H -0.29282 -2.86842 -1.10069
H 2.38952 -2.19212 1.46947
H 2.45077 -2.76832 -0.21113
H 1.27475 -3.45670 0.90694


3) 20
Properties=species:S:1:pos:R:3 method="wB97M-V/def2-TZVPD" smiles="NN(/C=N/O)C1CCC1" spin_multiplicity=1 e_lumo_ev=0.9
N -1.54577 -1.34204 -1.26237
N -0.46192 -0.49278 -0.89065
C 0.69251 -1.22688 -0.60595
N 1.48439 -0.91146 0.40038
O 2.45841 -1.96028 0.35672
C -0.88749 0.74571 -0.24049
C -1.12711 0.93045 1.25776
C -0.59248 2.39557 1.10914
C 0.07892 1.96596 -0.26500
H -2.22151 -1.48834 -0.47258
H -2.03397 -0.81440 -1.98954
H 0.86879 -2.09691 -1.22126
H 3.03969 -1.85348 1.23594
H -1.79835 1.00266 -0.76450
H -2.15558 0.82393 1.65440
H -0.42654 0.34114 1.84323
H -1.46232 3.07877 1.03613
H 0.03487 2.84520 1.84195
H 1.08418 1.54105 -0.14428
H 0.08053 2.66184 -1.13753


Quick one: most stable of them? 3)